C19H34NO2 | the ωB97M-V functional and the def2-TZVPD basis

As for the SMILES: CCCCCCCCc1ccc(CCC([NH3+])(CO)CO)cc1. For the molar mass, the calculation gives 308.5 Da. Its largest force on an atom is 0.7 eV Å⁻¹. Its net charge is +1. Its energy relative to the best compared isomer or geometry (same formula, charge and spin) is 8.11 kcal/mol. The calculation puts the HOMO-LUMO gap at 9.54 eV.

CARTESIAN COORDINATES (ANGSTROEM)
C -1.2599 -6.0648 -6.6560
C -0.7122 -6.5229 -5.3094
C -1.0075 -5.5437 -4.1729
C -0.2695 -4.2142 -4.3147
C -0.5014 -3.3062 -3.1088
C 0.2153 -1.9670 -3.2670
C 0.1295 -1.0773 -2.0275
C -1.2991 -0.5934 -1.7378
C -1.2983 0.3551 -0.5812
C -1.4064 -0.1141 0.7221
C -1.3688 0.7595 1.7973
C -1.2274 2.1347 1.5935
C -1.1983 3.0966 2.7539
C 0.1734 3.7529 2.9734
C 1.3005 2.8174 3.4202
N 1.4639 1.7022 2.4367
C 1.0786 2.1700 4.7957
O 1.9986 1.1009 4.8894
C 2.6512 3.5644 3.3954
O 3.0020 3.7141 2.0344
C -1.1235 2.6027 0.2855
C -1.1541 1.7256 -0.7809
H -2.3284 -5.8719 -6.5867
H -1.1000 -6.8341 -7.4074
H -0.7657 -5.1574 -6.9931
H 0.3674 -6.6694 -5.3872
H -1.1584 -7.4879 -5.0586
H -0.7154 -6.0079 -3.2271
H -2.0833 -5.3574 -4.1302
H 0.8007 -4.4064 -4.4226
H -0.6079 -3.6990 -5.2147
H -0.1401 -3.8060 -2.2062
H -1.5747 -3.1438 -2.9942
H -0.1997 -1.4330 -4.1243
H 1.2700 -2.1581 -3.4787
H 0.5060 -1.6262 -1.1602
H 0.7712 -0.2039 -2.1740
H -1.6919 -0.0977 -2.6264
H -1.9323 -1.4506 -1.5103
H -1.5418 -1.1703 0.8993
H -1.4996 0.3742 2.7998
H -1.9087 3.9008 2.5552
H -1.5319 2.5945 3.6623
H 0.4919 4.2323 2.0460
H 0.0680 4.5316 3.7294
H 2.0710 2.0726 1.6872
H 1.9335 0.9340 2.9411
H 0.5310 1.4063 2.0554
H 1.2460 2.9159 5.5787
H 0.0521 1.7958 4.8831
H 1.9963 0.7402 5.7814
H 2.5472 4.5332 3.8922
H 3.4075 2.9711 3.9254
H 3.7763 4.2793 1.9554
H -1.0425 3.6640 0.1049
H -1.0872 2.1094 -1.7874